17
Properties=species:S:1:pos:R:3 method="wB97M-V/def2-TZVPD" multiplicity=1 e_above_lowest_ev=4.327 lumo_energy_ev=-0.37 total_energy_ev=-44071.620 e_homo_ev=-8.32
Cl -1.596 -1.314 -2.132
Cl -3.232 2.120 -2.918
Si -1.574 0.340 -1.019
Si 2.686 -0.885 2.344
C -3.255 1.257 -1.280
C 2.048 -2.123 1.057
C 2.322 0.801 1.342
H -1.308 -0.369 0.239
H 2.775 -2.895 0.622
H 1.716 0.714 0.539
H 3.269 1.189 0.965
H 1.365 -1.769 0.168
H -4.206 0.681 -1.388
H -3.591 2.001 -0.683
H -0.631 1.442 -1.212
H 1.330 -2.871 1.448
H 1.881 1.681 1.910